This record from the OMol25 dataset describes a cluster of 14 separate species, C36H106N6O14 in total. The level of theory is ωB97M-V/def2-TZVPD.

Frontier orbital gap = 9.5 eV
Maximum force = 3.90 eV/Å
E_HOMO = -0.3323 Ha
ΔE to the lowest compared entry with this formula, charge and spin = 9.1 kcal/mol
E_tot = -2816.89451 Eh

Each line ends with the Mulliken charge.
Positions of all 162 atoms, in Å:
C1 -5.15532 5.09398 5.30034  -1.534
C2 -3.81376 4.93769 4.53815  0.164
C3 -3.95837 3.63617 3.67179  -0.583
O1 -2.86350 3.52845 2.81579  0.020
C4 -3.07088 2.55827 1.79338  -0.798
N1 -3.72242 6.06490 3.55632  -0.730
H1 -5.42897 6.08683 5.58804  0.418
H2 -5.17244 4.35272 6.09747  0.350
H3 -5.98067 4.76153 4.62565  0.287
H4 -2.98721 5.05548 5.18879  0.512
H5 -4.82754 3.61368 3.03258  0.477
H6 -4.01059 2.70398 4.29004  0.092
H7 -3.48997 1.63639 2.18161  0.577
H8 -2.15414 2.33120 1.26592  -0.035
H9 -3.66274 2.95231 0.96120  0.034
H10 -2.86792 5.99530 3.08707  0.318
H11 -4.49122 5.89892 2.89085  0.294
C5 4.88122 -6.18424 -3.20421  -1.694
C6 4.19177 -4.79098 -3.43163  1.227
C7 4.92735 -3.69033 -2.64189  -0.819
O2 4.25407 -2.42657 -2.66325  -0.255
C8 5.11710 -1.39352 -2.13186  -0.673
N2 4.11363 -4.56259 -4.84785  -0.571
H12 4.97376 -6.41395 -2.16236  0.381
H13 5.79282 -6.31214 -3.77508  0.364
H14 4.19573 -6.92418 -3.54120  0.436
H15 3.18753 -4.80086 -2.97960  -0.652
H16 5.87632 -3.55275 -3.12297  0.410
H17 5.07387 -4.07265 -1.62864  0.362
H18 5.47221 -1.68495 -1.15819  0.405
H19 4.52139 -0.45703 -2.03035  -0.091
H20 6.02484 -1.28892 -2.78124  0.385
H21 4.85816 -4.01252 -5.19708  0.265
H22 3.21218 -4.17220 -5.13256  0.319
C9 0.29474 1.07115 3.46294  -0.700
C10 -0.27455 0.15862 4.49001  -0.025
C11 -1.66052 0.54228 4.99452  -0.334
O3 -2.11582 -0.42085 5.98630  -0.400
C12 -3.16616 0.07635 6.67982  -0.840
N3 -0.31213 -1.21718 3.89490  -0.310
H23 -0.31228 1.17306 2.57379  -0.284
H24 1.25711 0.67734 3.07619  0.003
H25 0.47917 2.04078 3.91130  0.628
H26 0.33802 0.07897 5.37776  0.448
H27 -2.49767 0.60247 4.23029  -0.004
H28 -1.55581 1.55045 5.46070  0.454
H29 -2.98088 1.00466 7.23100  0.327
H30 -3.55179 -0.62000 7.37677  0.364
H31 -4.01615 0.39321 6.07364  0.277
H32 -0.93063 -1.11415 3.14036  -0.182
H33 -0.79871 -1.87979 4.57137  0.344
C13 -3.97980 -3.83240 -1.03943  -1.312
C14 -3.88034 -4.16029 0.44804  0.189
C15 -4.07476 -5.63858 0.63504  -0.726
O4 -4.19420 -6.07538 2.03384  -0.300
C16 -4.86304 -7.26944 2.31457  -0.807
N4 -2.52528 -3.79415 0.88108  -0.126
H34 -3.04280 -4.08002 -1.58894  0.201
H35 -4.07736 -2.74121 -1.22722  0.295
H36 -4.77492 -4.36669 -1.51134  0.446
H37 -4.58141 -3.60071 1.00350  0.485
H38 -3.22536 -6.05980 0.12823  0.257
H39 -4.96985 -6.05397 0.08209  0.382
H40 -4.58012 -7.40852 3.34483  0.255
H41 -4.54965 -8.14302 1.76878  0.325
H42 -5.93927 -7.15862 2.21925  0.313
H43 -2.39130 -4.06070 1.92222  0.212
H44 -1.79171 -4.31219 0.37027  -0.116
C17 1.74680 -5.03653 2.89630  -1.360
C18 2.10486 -3.99556 1.79263  0.190
C19 0.98038 -3.89229 0.76770  0.900
O5 0.38623 -5.15707 0.41506  -0.393
C20 1.25048 -6.01519 -0.33193  -0.501
N5 2.28201 -2.68773 2.32922  -0.204
H45 1.94465 -6.07341 2.64367  0.314
H46 0.71299 -4.80397 3.10772  0.266
H47 2.33604 -4.83762 3.81907  0.390
H48 3.05491 -4.26314 1.29463  0.230
H49 1.28283 -3.40227 -0.14086  -0.465
H50 0.14431 -3.40389 1.29977  -0.136
H51 1.86505 -6.71955 0.24999  0.195
H52 1.87885 -5.33885 -0.95065  0.034
H53 0.52932 -6.51987 -0.97737  0.310
H54 3.06271 -2.59282 3.01735  0.304
H55 1.46023 -2.43748 2.84707  -0.045
C21 1.20994 1.87269 -0.45996  -0.916
C22 2.03758 0.55927 -0.65929  1.296
C23 3.17148 0.57279 0.35226  -0.671
O6 4.22386 1.52371 0.07305  0.058
C24 5.27579 1.30822 0.96164  -1.083
N6 1.22382 -0.64016 -0.49761  1.301
H56 1.93143 2.67875 -0.53982  0.405
H57 0.79552 1.73464 0.56241  -0.391
H58 0.37054 1.96323 -1.14108  -0.110
H59 2.40222 0.47055 -1.72650  0.119
H60 3.64435 -0.44981 0.30521  0.178
H61 2.72622 0.77473 1.37101  0.196
H62 5.79532 0.36595 0.78045  0.331
H63 4.92605 1.25769 1.99019  0.342
H64 6.00989 2.08212 0.87644  0.324
H65 1.70356 -1.38704 -1.00359  -0.547
H66 1.04888 -0.92226 0.45883  -0.374
C25 -4.37637 3.75127 -1.74673  -0.395
C26 -4.66448 5.26653 -1.73466  -0.030
O7 -5.63640 5.70133 -2.66786  -0.557
H67 -4.06012 3.28381 -2.68439  0.304
H68 -5.26563 3.20848 -1.42346  0.399
H69 -3.70643 3.64110 -0.88887  -0.234
H70 -3.67708 5.72066 -1.91593  0.103
H71 -5.06054 5.69904 -0.74715  0.170
H72 -5.35445 5.64302 -3.57136  0.306
C27 0.42534 6.13865 1.45045  -1.368
C28 -0.27681 4.84009 1.78115  0.907
O8 -0.55806 4.83285 3.18124  -0.684
H73 -0.34792 6.88689 1.57589  0.355
H74 0.81714 6.17182 0.44358  0.172
H75 1.24804 6.30073 2.13014  0.395
H76 0.32058 3.96276 1.50145  -0.142
H77 -1.15573 4.81701 1.17790  0.013
H78 -1.42395 4.34096 3.29811  0.479
C29 5.98626 2.96926 -2.67960  -1.217
C30 4.52761 3.03562 -3.03509  0.283
O9 3.77212 3.67926 -2.00915  -0.580
H79 6.43507 3.96639 -2.85891  0.315
H80 6.53511 2.22086 -3.21268  0.399
H81 6.14356 2.65018 -1.65271  0.176
H82 4.04835 2.05568 -3.17322  -0.092
H83 4.44470 3.57446 -3.97479  0.447
H84 3.92511 3.24286 -1.16916  0.237
C31 -0.39548 -3.02808 -4.45675  -1.241
C32 0.74336 -3.06942 -3.42682  1.225
O10 1.88221 -2.52542 -4.06519  -0.505
H85 -0.25357 -2.07564 -5.06205  0.172
H86 -1.36915 -2.95738 -3.93889  0.171
H87 -0.40997 -3.87037 -5.13836  0.450
H88 1.00200 -4.09197 -3.05034  0.261
H89 0.42184 -2.44934 -2.58146  -0.697
H90 2.54960 -2.36135 -3.34549  0.304
C33 -0.09808 0.92366 -5.62141  -1.699
C34 0.34665 0.78925 -4.23413  1.194
O11 -0.29328 1.76476 -3.41245  -0.231
H91 -1.17673 0.62973 -5.67022  0.322
H92 0.48770 0.27476 -6.30478  0.374
H93 -0.01423 1.96892 -5.89839  0.461
H94 1.40967 0.98208 -4.26172  -0.149
H95 0.22818 -0.16867 -3.72823  -0.257
H96 0.15498 2.61434 -3.55722  0.168
C35 -0.68212 5.23878 -2.11395  -0.517
C36 0.63590 5.43579 -2.90028  -0.618
O12 1.08640 4.20654 -3.39253  -0.536
H97 -1.51002 4.87034 -2.77874  0.267
H98 -0.99482 6.12163 -1.57774  0.520
H99 -0.50504 4.44780 -1.43129  -0.121
H100 1.36219 5.87662 -2.20108  0.357
H101 0.36116 6.04930 -3.75710  0.282
H102 1.91560 3.96279 -2.99594  0.230
O13 -1.33686 -0.39630 -1.87854  -0.712
H103 -0.53285 -0.51879 -1.34324  0.054
H104 -1.35097 0.46765 -2.23215  0.275
O14 -1.90250 -0.94631 1.16339  -0.153
H105 -1.68618 -0.46066 0.35959  0.137
H106 -2.43084 -1.72356 0.88482  0.163